A) ORCA calculation (ωB97M-V/def2-TZVPD) on a structure of composition C4H14N3.

Results
E_HOMO: -13.78 eV
Molecular weight: 104.18 g/mol
Lowest unoccupied orbital energy: -2.667 eV
Total charge: +1

CARTESIAN COORDINATES (ANGSTROEM)
1 C 0.38 2.94 0.60
2 C 1.67 -1.48 0.36
3 C -0.42 -1.84 -0.87
4 C -0.22 1.66 0.09
5 N -1.55 -1.09 -0.04
6 N -1.43 1.42 -0.25
7 N 0.74 -1.00 -0.67
8 H 0.36 2.71 1.61
9 H -0.11 3.98 0.43
10 H 1.46 2.85 0.28
11 H 1.30 -1.31 1.35
12 H 1.95 -2.52 0.21
13 H 2.62 -0.95 0.57
14 H -0.36 -2.93 -0.54
15 H -0.71 -1.87 -1.91
16 H 0.51 0.86 0.08
17 H -1.24 -1.26 0.89
18 H -2.38 -1.56 -0.14
19 H -1.67 0.09 -0.20
20 H -2.18 2.27 -0.30
21 H 1.29 -0.97 -1.55

Mulliken population analysis, charges in e, atoms 1 to 5:
1 C -1.0057
2 C -1.0158
3 C -0.5624
4 C 0.2299
5 N -0.3887

***

B) ORCA calculation (ωB97M-V/def2-TZVPD) on a cluster of 2 separate species, C4H14N3 in total.

Results
E_HOMO: -14.34 eV
Molecular weight: 104.18 g/mol
Lowest unoccupied orbital energy: -3.173 eV
Total charge: +1

CARTESIAN COORDINATES (ANGSTROEM)
1 C -0.39 3.56 1.34
2 C -1.33 2.29 1.32
3 H 0.43 3.50 0.77
4 H -1.01 4.49 0.80
5 H -0.12 3.79 2.42
6 H -0.89 1.49 1.99
7 H -1.47 1.97 0.26
8 H -2.26 2.74 1.71
9 C 1.41 -3.39 -0.31
10 C 0.25 -1.28 -1.03
11 N 0.33 -2.57 -0.84
12 N -0.96 -0.82 -1.49
13 N 1.27 -0.39 -0.96
14 H -0.53 -3.23 -0.88
15 H -1.62 -1.41 -2.06
16 H -1.31 0.16 -1.20
17 H 2.09 -0.63 -0.38
18 H 1.18 0.57 -1.32
19 H 1.03 -3.85 0.62
20 H 2.28 -2.86 0.28
21 H 1.59 -4.15 -1.02

Mulliken population analysis, charges in e, atoms 1 to 5:
1 C -0.9113
2 C -0.4788
3 H 0.3624
4 H 0.2320
5 H 0.2656

***

Which is the most stable structure? B) is the most stable.

***

A) ORCA calculation (ωB97M-V/def2-TZVPD) on a cluster of 2 separate species, C4H14N3 in total.

Results
E_HOMO: -12.86 eV
Molecular weight: 104.18 g/mol
Lowest unoccupied orbital energy: -3.819 eV
Total charge: +1

CARTESIAN COORDINATES (ANGSTROEM)
1 C -1.68 -0.71 -0.27
2 C -1.31 -0.13 1.08
3 N -0.59 1.16 0.90
4 N -2.19 -2.05 -0.09
5 H -2.37 -0.01 -0.77
6 H -0.79 -0.76 -0.90
7 H -2.21 0.00 1.69
8 H -0.65 -0.81 1.61
9 H -0.59 1.66 1.79
10 H -1.14 1.76 0.28
11 H -3.08 -2.05 0.40
12 H -2.35 -2.50 -0.98
13 C 2.16 1.27 -1.30
14 C 2.35 -0.54 0.25
15 N 1.73 0.49 -0.14
16 H 2.11 2.32 -1.04
17 H 1.50 1.06 -2.13
18 H 3.18 1.01 -1.57
19 H 3.26 -0.85 -0.24
20 H 1.98 -1.10 1.10
21 H 0.69 0.79 0.32

Mulliken population analysis, charges in e, atoms 1 to 5:
1 C -0.4266
2 C -0.6511
3 N -0.5914
4 N -0.5871
5 H 0.3145

***

B) ORCA calculation (ωB97M-V/def2-TZVPD) on a cluster of 2 separate species, C4H14N3 in total.

Results
E_HOMO: -14.64 eV
Molecular weight: 104.18 g/mol
Lowest unoccupied orbital energy: -3.326 eV
Total charge: +1

CARTESIAN COORDINATES (ANGSTROEM)
1 C 1.06 1.17 1.94
2 C 1.27 0.13 -0.36
3 N 1.46 0.12 0.95
4 N 1.43 1.21 -1.12
5 N 1.17 -1.04 -1.01
6 H 2.02 -0.65 1.27
7 H 1.47 2.13 -0.75
8 H 1.44 1.15 -2.12
9 H 0.92 -1.82 -0.41
10 H 1.28 -1.19 -1.98
11 H 1.67 0.92 2.80
12 H 0.00 1.03 2.11
13 H 1.23 2.16 1.53
14 C -2.91 -1.19 0.44
15 C -2.90 -0.31 -0.85
16 H -1.89 -1.54 0.54
17 H -3.33 -0.69 1.30
18 H -3.59 -2.02 0.24
19 H -2.21 -0.71 -1.57
20 H -3.91 -0.29 -1.25
21 H -2.66 0.74 -0.66

Mulliken population analysis, charges in e, atoms 1 to 5:
1 C -0.7688
2 C 0.8864
3 N -0.2794
4 N -0.3486
5 N -0.4356

***

C) ORCA calculation (ωB97M-V/def2-TZVPD) on a cluster of 2 separate species, C4H14N3 in total.

Results
E_HOMO: -14.62 eV
Molecular weight: 104.18 g/mol
Lowest unoccupied orbital energy: -3.746 eV
Total charge: +1

CARTESIAN COORDINATES (ANGSTROEM)
1 C 1.42 0.28 -0.60
2 C 0.63 2.01 0.90
3 N 0.83 0.71 0.61
4 N 0.23 2.87 -0.16
5 N 0.60 2.56 2.13
6 H 0.81 0.04 1.37
7 H 0.34 2.36 -1.11
8 H -0.68 3.33 -0.17
9 H 0.73 1.98 2.91
10 H 0.03 3.49 2.11
11 H 0.52 0.16 -1.36
12 H 1.68 -0.74 -0.41
13 H 2.30 1.00 -0.86
14 C -1.57 -1.93 -0.51
15 C -0.72 -3.15 -0.69
16 H -1.16 -0.94 -0.98
17 H -2.40 -2.10 -1.20
18 H -2.04 -1.76 0.47
19 H 0.09 -3.15 -0.01
20 H -1.36 -3.99 -0.66
21 H -0.29 -3.05 -1.77

Mulliken population analysis, charges in e, atoms 1 to 5:
1 C -1.1595
2 C 0.6098
3 N -0.0309
4 N -0.5390
5 N -0.3523

***

Which is the most stable structure? B) is the most stable.

***

A) ORCA calculation (ωB97M-V/def2-TZVPD) on a structure of composition C4H14N3.

Results
E_HOMO: -13.59 eV
Molecular weight: 104.18 g/mol
Lowest unoccupied orbital energy: -2.857 eV
Total charge: +1

CARTESIAN COORDINATES (ANGSTROEM)
1 C -1.65 0.88 -0.82
2 C -0.73 0.03 1.50
3 C 1.66 1.31 -0.19
4 C -0.58 -0.06 -0.02
5 N -0.78 -1.49 -0.39
6 N 0.81 0.07 -0.49
7 N 1.53 -1.18 -0.10
8 H -1.34 0.85 -1.94
9 H -1.56 1.84 -0.52
10 H -2.53 0.43 -0.64
11 H -0.15 -0.60 2.04
12 H -0.51 1.05 1.84
13 H -1.83 -0.06 1.76
14 H 0.95 2.15 -0.16
15 H 2.26 1.20 0.71
16 H 2.24 1.34 -1.16
17 H -1.29 -1.65 -1.35
18 H -1.29 -1.84 0.45
19 H 2.30 -1.50 -0.83
20 H 2.14 -1.01 0.69
21 H 0.37 -1.76 -0.36

Mulliken population analysis, charges in e, atoms 1 to 5:
1 C -1.6046
2 C -1.7292
3 C -0.8940
4 C 0.5137
5 N -0.2263

***

B) ORCA calculation (ωB97M-V/def2-TZVPD) on a cluster of 2 separate species, C4H14N3 in total.

Results
E_HOMO: -14.20 eV
Molecular weight: 104.18 g/mol
Lowest unoccupied orbital energy: -3.179 eV
Total charge: +1

CARTESIAN COORDINATES (ANGSTROEM)
1 C 0.26 -2.71 -1.29
2 C -0.61 -0.98 0.30
3 N 0.19 -1.96 -0.03
4 N -1.57 -0.52 -0.48
5 N -0.57 -0.52 1.57
6 H 0.75 -2.36 0.70
7 H -1.62 -0.78 -1.46
8 H -2.18 0.24 -0.25
9 H -0.17 -1.10 2.28
10 H -1.35 0.03 1.88
11 H -0.24 -3.67 -1.23
12 H 1.32 -2.84 -1.50
13 H -0.10 -2.08 -2.11
14 C 0.51 3.22 -0.44
15 C 1.66 2.96 0.56
16 H -0.28 2.48 -0.27
17 H 0.09 4.21 -0.31
18 H 1.02 3.28 -1.40
19 H 2.25 3.87 0.61
20 H 2.41 2.23 0.24
21 H 1.26 2.74 1.55

Mulliken population analysis, charges in e, atoms 1 to 5:
1 C -0.8710
2 C 0.8842
3 N -0.2086
4 N -0.3700
5 N -0.4373

***

Which is the most stable structure? B) is the most stable.

***

A) ORCA calculation (ωB97M-V/def2-TZVPD) on the molecule C23H26N4O4S.

Results
E_HOMO: -8.20 eV
Molecular weight: 454.55 g/mol
Lowest unoccupied orbital energy: -0.200 eV
Total charge: 0

CARTESIAN COORDINATES (ANGSTROEM)
1 C -9.52 -0.73 -0.74
2 H -10.43 -1.26 -0.49
3 O -8.54 -1.23 0.14
4 C -7.28 -0.74 0.06
5 C -6.86 0.25 -0.83
6 C -5.55 0.68 -0.82
7 C -4.64 0.13 0.07
8 C -5.04 -0.86 0.96
9 C -6.35 -1.29 0.95
10 H -6.69 -2.05 1.63
11 H -4.33 -1.28 1.65
12 N -3.28 0.57 0.06
13 C -2.85 1.34 1.10
14 S -3.82 1.83 2.34
15 N -1.54 1.72 1.09
16 C -0.65 1.41 0.09
17 C 0.67 1.84 0.14
18 C 1.54 1.52 -0.90
19 C 1.07 0.79 -1.99
20 C -0.23 0.35 -2.03
21 C -1.11 0.65 -0.99
22 C -2.50 0.18 -1.03
23 O -2.97 -0.49 -1.92
24 H -0.61 -0.23 -2.86
25 H 1.76 0.58 -2.80
26 C 2.97 1.97 -0.92
27 O 3.54 2.22 -1.96
28 N 3.53 2.11 0.30
29 H 3.08 1.67 1.09
30 C 4.94 2.39 0.46
31 C 5.69 1.24 1.11
32 H 5.33 1.09 2.13
33 H 6.75 1.50 1.17
34 C 5.54 -0.07 0.33
35 N 4.21 -0.62 0.51
36 C 4.06 -1.49 1.67
37 C 4.62 -2.90 1.42
38 O 4.03 -3.49 0.29
39 C 4.24 -2.70 -0.86
40 H 3.74 -3.21 -1.68
41 C 3.66 -1.29 -0.66
42 H 3.83 -0.68 -1.55
43 H 2.57 -1.38 -0.50
44 H 5.31 -2.63 -1.08
45 H 4.38 -3.56 2.26
46 H 5.71 -2.86 1.30
47 H 4.57 -1.04 2.52
48 H 2.99 -1.57 1.88
49 H 6.33 -0.77 0.65
50 H 5.69 0.14 -0.73
51 H 5.33 2.59 -0.54
52 H 5.05 3.30 1.07
53 H 1.00 2.45 0.97
54 H -1.24 2.30 1.87
55 H -5.23 1.45 -1.51
56 H -7.55 0.69 -1.53
57 H -9.68 0.35 -0.58
58 H -9.26 -0.91 -1.78

Mulliken population analysis, charges in e, atoms 1 to 5:
1 C -0.8396
2 H 0.2389
3 O -0.4548
4 C 0.9341
5 C -0.4541

***

B) ORCA calculation (ωB97M-V/def2-TZVPD) on a structure of composition C23H26N4O4S.

Results
E_HOMO: -8.73 eV
Molecular weight: 454.55 g/mol
Lowest unoccupied orbital energy: -0.721 eV
Total charge: 0

CARTESIAN COORDINATES (ANGSTROEM)
1 C -3.78 -1.23 -3.05
2 C -4.17 -1.07 -1.74
3 N -4.29 -2.07 -1.02
4 C -4.85 -2.06 0.21
5 N -5.19 -1.06 0.67
6 C -5.13 0.14 0.15
7 C -4.73 0.06 -1.06
8 H -4.58 1.12 -1.92
9 N -5.41 1.45 0.63
10 S -4.26 2.68 0.47
11 O -4.58 3.79 1.62
12 O -4.59 3.34 -0.94
13 C -2.70 1.73 0.48
14 C -1.92 1.85 -0.50
15 C -0.78 1.01 -0.60
16 C -0.47 0.39 0.86
17 C -1.15 0.43 1.93
18 C -2.39 1.28 1.87
19 H -2.87 1.58 2.60
20 H -0.92 0.18 2.92
21 N 0.72 -0.34 0.65
22 C 1.25 -0.88 1.94
23 O 0.96 -0.92 2.98
24 C 2.58 -1.66 1.51
25 C 2.26 -2.98 0.74
26 H 1.88 -3.60 1.83
27 H 3.16 -3.89 0.70
28 H 1.60 -3.00 0.12
29 O 3.14 -1.17 0.29
30 C 3.95 0.01 0.38
31 C 3.86 0.96 1.39
32 C 4.53 2.01 1.35
33 C 5.36 2.47 0.42
34 C 5.37 1.51 -0.76
35 C 4.65 0.37 -0.79
36 C 4.78 -0.23 -1.98
37 H 4.35 0.10 -3.05
38 H 4.18 -1.33 -1.59
39 H 5.76 -0.64 -2.24
40 C 6.11 2.20 -1.82
41 H 7.09 1.27 -1.96
42 H 6.55 3.11 -1.48
43 H 5.51 2.12 -2.78
44 H 5.83 3.22 0.46
45 H 4.41 2.72 2.29
46 H 3.41 0.51 2.28
47 H 3.44 -1.82 2.21
48 H 1.40 -0.53 -0.10
49 H -0.13 1.00 -1.45
50 H -2.38 2.31 -1.40
51 H -5.64 1.37 1.63
52 C -5.04 -3.23 1.00
53 H -4.75 -4.08 0.31
54 H -5.98 -3.37 1.61
55 H -4.21 -3.35 1.96
56 H -3.05 -0.38 -3.17
57 H -3.43 -2.28 -3.32
58 H -4.74 -1.12 -3.77

Mulliken population analysis, charges in e, atoms 1 to 5:
1 C -1.2845
2 C 0.7797
3 N -0.6094
4 C 0.3357
5 N -0.3283

***

Which is the most stable structure? A) is the most stable.